(1)
{
  "formula": "C3I3N",
  "method": "wB97M-V/def2-TZVPD",
  "total_charge": 0,
  "homo_ev": [-8.67, -8.64],
  "orbital_gap_ev": [6.24, 6.38],
  "molar_mass_g_mol": 430.75,
  "e_tot_ev": -28895.3966,
  "elements": ["C", "C", "C", "N", "I", "I", "I"],
  "positions_angstrom": [[1.4563, 0.6695, 1.1701], [0.7433, -0.4403, 0.7101], [-1.5817, 0.3319, -0.9830], [2.1561, 1.5698, 1.4336], [0.4896, -2.1524, 1.7606], [-2.4641, -1.4147, -1.4781], [-0.7994, 1.4362, -2.6131]],
  "forces_ev_per_angstrom": [[0.4, -0.3, 0.5], [-0.1, 0.3, -0.4], [0.7, 1.0, 0.1], [-0.7, -0.6, -0.3], [0.1, 0.6, 0.0], [-0.2, -0.6, -0.3], [-0.2, -0.4, 0.4]],
  "mulliken_charge": [0.39, -0.33, -0.28, -0.31, 0.25, 0.18, 0.10]
}

(2)
{
  "formula": "CH3InN3O8",
  "method": "wB97M-V/def2-TZVPD",
  "total_charge": 1,
  "homo_ev": -13.80,
  "orbital_gap_ev": 2.86,
  "molar_mass_g_mol": 299.87,
  "e_tot_ev": -27085.4496,
  "elements": ["In", "N", "O", "O", "O", "N", "O", "O", "O", "C", "N", "O", "O", "H", "H", "H"],
  "positions_angstrom": [[-1.6221, 0.1187, -1.2417], [-2.6199, -0.1407, 2.4158], [-2.3659, -1.0428, 3.1644], [-1.7369, 0.3474, 1.6613], [-3.7344, 0.3569, 2.3079], [-1.0065, -1.9868, -3.7918], [-1.0164, -2.4882, -4.8822], [-1.3011, -2.5660, -2.7430], [-0.6662, -0.7566, -3.6800], [2.8914, 0.9273, 1.0838], [1.5561, 1.4851, 0.7498], [1.2818, 2.5800, 1.1275], [0.7501, 0.7000, 0.2377], [3.1975, 0.2467, 0.3012], [2.8251, 0.4530, 2.0612], [3.5675, 1.7659, 1.2281]],
  "forces_ev_per_angstrom": [[0.8, 0.0, -0.1], [-1.5, 0.3, 0.0], [0.5, 0.1, 0.1], [0.8, -0.4, -0.7], [0.2, -0.3, 0.0], [-0.5, -1.2, 0.9], [0.2, 0.5, 0.1], [0.0, 0.2, -0.4], [-0.3, 1.0, 0.6], [0.6, 0.4, 0.1], [-0.3, -0.5, 1.0], [-0.1, 0.5, -0.3], [-0.2, -0.3, -0.8], [0.0, -0.1, 0.0], [-0.4, -0.3, -0.2], [0.0, 0.0, -0.4]],
  "mulliken_charge": [1.19, 1.06, -0.37, -0.35, -0.35, 1.23, -0.42, -0.54, -0.49, -0.67, 0.76, -0.47, -0.48, 0.29, 0.30, 0.30]
}

(3)
{
  "formula": "C31H32F2N3O3TeTi",
  "method": "wB97M-V/def2-TZVPD",
  "total_charge": 3,
  "homo_ev": -16.46,
  "orbital_gap_ev": 6.62,
  "molar_mass_g_mol": 708.08,
  "e_tot_ev": -79098.7332,
  "elements": ["Ti", "C", "N", "C", "C", "O", "C", "O", "C", "C", "O", "N", "C", "C", "H", "H", "H", "H", "H", "H", "H", "H", "H", "H", "H", "H", "H", "H", "H", "H", "F", "C", "C", "C", "C", "C", "F", "C", "C", "C", "C", "C", "C", "N", "H", "H", "H", "H", "H", "H", "Te", "C", "C", "C", "C", "C", "C", "C", "C", "C", "C", "C", "C", "H", "H", "H", "H", "H", "H", "H", "H", "H", "H"],
  "positions_angstrom": [[0.0343, 0.1201, 0.3506], [0.5663, 4.3304, 3.6367], [-0.1171, 3.5374, 2.6303], [-1.3271, 4.1142, 2.0735], [0.3276, 2.3758, 2.2206], [-0.3189, 1.6525, 1.3938], [1.6664, 1.8271, 2.7135], [1.8001, 0.4750, 2.3115], [1.6150, -0.5113, 3.3170], [0.3459, -1.3017, 3.0177], [-0.2192, -1.0533, 1.9027], [-0.1044, -2.1956, 3.8617], [-1.2846, -2.9836, 3.5550], [0.5747, -2.5358, 5.0976], [0.6078, 3.7977, 4.5887], [0.0116, 5.2518, 3.8007], [1.5792, 4.5925, 3.3331], [-2.0745, 4.2603, 2.8540], [-1.7322, 3.4566, 1.3051], [-1.0938, 5.0874, 1.6398], [1.7759, 1.9367, 3.7982], [2.4849, 2.3873, 2.2375], [1.5723, -0.0622, 4.3138], [2.4835, -1.1850, 3.2858], [-1.8582, -2.5151, 2.7526], [-1.9149, -3.0600, 4.4401], [-0.9979, -3.9945, 3.2551], [1.0309, -1.6659, 5.5630], [1.3510, -3.2851, 4.9252], [-0.1452, -2.9585, 5.7960], [5.1935, 0.5516, -1.2839], [3.9342, 0.9262, -1.4341], [2.9987, 0.5081, -0.4857], [1.6614, 0.8380, -0.6293], [1.2717, 1.6615, -1.7147], [2.2431, 2.0625, -2.6450], [1.8854, 2.7821, -3.7045], [3.5699, 1.6883, -2.5298], [-0.1514, 2.0078, -1.8051], [-0.6737, 3.0543, -2.5731], [-2.0393, 3.2796, -2.5798], [-2.8665, 2.4749, -1.8030], [-2.2858, 1.4805, -1.0395], [-0.9672, 1.2376, -1.0405], [3.3546, -0.0896, 0.3466], [4.2929, 1.9784, -3.2766], [-0.0211, 3.6893, -3.1532], [-2.4516, 4.0780, -3.1751], [-3.9338, 2.6218, -1.7885], [-2.9045, 0.8520, -0.3982], [-1.8472, -2.0353, -0.2847], [-2.6054, -2.5366, -2.2486], [-2.8716, -1.5650, -3.2056], [-3.3490, -1.9515, -4.4473], [-3.5949, -3.2887, -4.7172], [-3.3287, -4.2492, -3.7553], [-2.8235, -3.8820, -2.5188], [0.1856, -1.8068, -0.9945], [0.4439, -1.3812, -2.3062], [1.6924, -1.5916, -2.8736], [2.7008, -2.2131, -2.1499], [2.4611, -2.6193, -0.8452], [1.2147, -2.4231, -0.2669], [-2.7217, -0.5108, -2.9908], [-3.5427, -1.2091, -5.2051], [-4.0057, -3.5866, -5.6702], [-3.5153, -5.2937, -3.9504], [-2.6119, -4.6378, -1.7732], [-0.3559, -0.9846, -2.9235], [1.8648, -1.3267, -3.9042], [3.6506, -2.4301, -2.6143], [3.2207, -3.1590, -0.3011], [0.9901, -2.8948, 0.6878]],
  "forces_ev_per_angstrom": [[0.4, -0.4, 0.1], [0.5, 0.3, 0.7], [0.2, -0.9, -0.6], [-0.7, 0.1, -0.4], [0.3, 0.6, 0.8], [-0.3, 0.6, 0.4], [0.1, 0.2, -0.1], [-0.3, -0.2, 0.0], [0.1, -0.1, 0.1], [0.4, 0.0, 0.5], [-0.3, -0.4, 0.3], [0.0, 0.6, -0.8], [-0.7, -0.3, -0.4], [0.6, -0.2, 0.6], [0.0, 0.0, 0.0], [0.0, -0.1, -0.1], [0.0, 0.0, -0.1], [0.1, -0.1, 0.0], [0.0, 0.1, 0.1], [0.1, -0.1, 0.0], [-0.1, 0.0, -0.2], [-0.2, 0.0, 0.1], [0.0, -0.1, -0.1], [-0.2, 0.1, 0.1], [0.2, -0.1, 0.2], [0.1, 0.1, 0.0], [0.0, 0.1, 0.0], [0.0, 0.0, 0.0], [-0.1, 0.0, -0.1], [0.0, 0.1, -0.1], [0.0, 0.0, 0.0], [-0.6, 0.1, 0.1], [0.2, -0.2, 0.3], [0.4, 0.4, -0.7], [0.1, 0.1, -0.1], [-0.2, -0.3, 0.5], [0.1, 0.0, 0.0], [0.1, -0.1, 0.1], [0.1, 0.4, -0.5], [0.0, -0.2, 0.1], [0.1, -0.2, 0.2], [0.3, -0.2, 0.1], [-0.8, 0.1, 0.1], [-0.1, 0.4, -0.7], [0.0, 0.0, -0.1], [0.1, 0.1, -0.1], [0.0, -0.1, 0.0], [-0.1, 0.1, -0.1], [-0.1, 0.0, 0.1], [0.2, 0.2, -0.2], [-0.1, -0.6, -1.2], [0.1, 0.4, 0.4], [0.0, 0.3, 0.2], [0.0, 0.0, -0.1], [0.0, -0.1, 0.1], [0.0, -0.1, 0.0], [0.1, 0.1, 0.5], [-0.1, -0.4, 0.2], [-0.2, -0.1, -0.2], [-0.1, 0.0, 0.1], [-0.2, 0.0, 0.1], [-0.1, 0.0, 0.2], [0.2, -0.5, 0.1], [0.0, -0.1, 0.0], [-0.1, 0.1, 0.0], [0.0, 0.0, -0.1], [0.0, -0.1, -0.1], [0.0, 0.0, 0.0], [0.1, 0.1, 0.1], [0.0, 0.1, -0.1], [0.1, 0.0, 0.0], [0.1, 0.0, 0.1], [0.1, 0.2, -0.1]],
  "mulliken_charge": [-1.48, -0.94, 0.15, -0.91, 0.90, -0.45, -1.32, -0.03, -1.14, 0.71, -0.57, 0.11, -0.97, -0.88, 0.34, 0.40, 0.38, 0.41, 0.14, 0.41, 0.68, 0.46, 0.59, 0.42, 0.18, 0.45, 0.35, 0.37, 0.37, 0.30, -0.33, 0.11, -0.25, 1.56, -0.57, 0.86, -0.32, -0.78, 0.28, -1.02, -0.80, -1.01, -0.95, 1.89, 0.67, 0.59, 0.64, 0.52, 0.64, 0.51, 0.68, 0.44, 0.22, -0.75, -0.58, -0.61, -0.59, 0.29, 0.14, -0.75, -0.59, -1.09, 0.03, 0.28, 0.44, 0.43, 0.42, 0.41, 0.17, 0.55, 0.54, 0.53, 0.68]
}

(4)
{
  "formula": "C5H9NO",
  "method": "wB97M-V/def2-TZVPD",
  "total_charge": 0,
  "homo_ev": -8.91,
  "orbital_gap_ev": 8.52,
  "molar_mass_g_mol": 99.13,
  "smiles": "CC1=C(N=O)CC1.[H][H]",
  "e_tot_ev": -8864.1176,
  "elements": ["C", "C", "C", "C", "C", "N", "O", "H", "H", "H", "H", "H", "H", "H", "H", "H"],
  "positions_angstrom": [[-1.3861, -0.8766, -0.8021], [-0.5243, 0.1542, -0.1755], [-0.8904, 1.4645, 0.4886], [0.6277, 1.6386, 0.8118], [0.7807, 0.3104, 0.1190], [1.8854, -0.5308, -0.1068], [2.9159, -0.0843, 0.3634], [-2.0063, -0.4342, -1.5908], [-2.0717, -1.2731, -0.0426], [-0.8040, -1.7014, -1.2184], [0.9090, -3.3800, -0.7912], [-1.3249, 2.2233, -0.1715], [-1.5372, 1.3429, 1.3648], [0.8810, 1.6433, 1.8755], [1.1170, 2.4815, 0.3162], [1.4283, -2.9783, -0.4405]],
  "forces_ev_per_angstrom": [[0.0, -0.1, 0.0], [0.0, -0.1, 0.0], [-0.2, 0.1, 0.0], [0.2, 0.1, 0.1], [-0.1, 0.0, 0.0], [0.2, 0.3, 0.2], [-0.2, -0.2, -0.2], [0.1, 0.0, 0.1], [0.1, 0.0, -0.1], [-0.1, 0.1, 0.1], [0.1, -0.1, 0.1], [0.1, -0.1, 0.1], [0.1, 0.1, -0.1], [0.0, 0.0, -0.1], [-0.1, -0.1, 0.1], [-0.1, 0.0, -0.1]],
  "mulliken_charge": [-1.07, 0.31, -0.50, -0.30, 0.23, -0.09, -0.39, 0.32, 0.29, 0.23, 0.04, 0.26, 0.24, 0.24, 0.23, -0.04]
}

(5)
{
  "formula": "C17H25NO3",
  "method": "wB97M-V/def2-TZVPD",
  "total_charge": 0,
  "homo_ev": -8.23,
  "orbital_gap_ev": 9.06,
  "molar_mass_g_mol": 291.39,
  "smiles": "COc1ccc(CC(=O)O[C@@H](C)CN2CCCCC2)cc1",
  "e_tot_ev": -25667.4972,
  "elements": ["C", "H", "O", "C", "C", "C", "C", "C", "C", "H", "H", "C", "C", "O", "O", "C", "C", "H", "H", "H", "H", "C", "N", "C", "C", "C", "C", "C", "H", "H", "H", "H", "H", "H", "H", "H", "H", "H", "H", "H", "H", "H", "H", "H", "H", "H"],
  "positions_angstrom": [[-5.8560, -2.3899, 1.2492], [-6.5511, -1.7437, 0.7030], [-4.6890, -2.6392, 0.5060], [-3.9001, -1.5813, 0.1591], [-4.1529, -0.2551, 0.4868], [-3.2754, 0.7357, 0.0774], [-2.1434, 0.4362, -0.6631], [-1.8971, -0.8942, -0.9863], [-2.7595, -1.8900, -0.5834], [-2.5756, -2.9238, -0.8310], [-1.0162, -1.1483, -1.5568], [-1.1830, 1.5152, -1.0664], [-0.0739, 1.7138, -0.0435], [0.5228, 2.7490, 0.1019], [0.1344, 0.6058, 0.6583], [1.2627, 0.5677, 1.5336], [0.8426, -0.1153, 2.8268], [0.4612, -1.1101, 2.6107], [1.6927, -0.1947, 3.4987], [0.0581, 0.4573, 3.3145], [1.5776, 1.5998, 1.7285], [2.3853, -0.2046, 0.8172], [2.6212, 0.3470, -0.5003], [3.0512, -0.6131, -1.4966], [4.5173, -1.0349, -1.3414], [5.4098, 0.2027, -1.3966], [4.9578, 1.2126, -0.3443], [3.4680, 1.5261, -0.5284], [3.1235, 2.2258, 0.2336], [3.3189, 2.0025, -1.5025], [5.1299, 0.8015, 0.6534], [5.5346, 2.1348, -0.4285], [6.4541, -0.0740, -1.2340], [5.3326, 0.6568, -2.3879], [4.6504, -1.5433, -0.3835], [4.7850, -1.7340, -2.1355], [2.3938, -1.4851, -1.4502], [2.9185, -0.1413, -2.4763], [3.2733, -0.2001, 1.4674], [2.0512, -1.2383, 0.6999], [-0.6837, 1.2521, -2.0023], [-1.6849, 2.4738, -1.2046], [-3.4839, 1.7624, 0.3427], [-5.0244, 0.0216, 1.0593], [-5.6271, -1.9380, 2.2200], [-6.3192, -3.3628, 1.4068]],
  "forces_ev_per_angstrom": [[-0.2, 0.0, 0.1], [0.0, 0.0, 0.0], [0.3, 0.0, -0.2], [0.1, 0.1, 0.0], [-0.3, -0.3, 0.2], [0.2, 0.0, -0.2], [-0.2, 0.1, -0.1], [-0.2, 0.0, 0.1], [-0.1, -0.1, 0.1], [0.0, -0.1, 0.0], [0.1, 0.0, -0.1], [0.1, -0.1, 0.3], [-0.2, 0.4, -0.4], [0.1, 0.1, 0.0], [0.0, -0.4, 0.3], [0.5, 0.0, 0.3], [0.0, 0.2, -0.4], [0.0, -0.1, 0.0], [0.1, 0.0, 0.1], [0.0, 0.0, 0.1], [0.0, -0.2, 0.0], [-0.4, 0.4, 0.0], [-0.1, -0.1, 0.0], [0.1, -0.3, 0.0], [-0.1, 0.2, -0.2], [0.1, -0.1, 0.3], [-0.2, 0.0, -0.2], [0.2, 0.2, 0.2], [0.0, 0.1, -0.1], [0.0, 0.1, 0.0], [0.1, 0.0, 0.1], [0.0, 0.0, 0.1], [0.0, 0.0, -0.1], [0.0, 0.0, -0.1], [0.0, -0.1, 0.0], [0.0, -0.1, 0.0], [0.0, 0.0, -0.1], [0.0, -0.1, -0.1], [0.0, -0.1, 0.0], [0.0, 0.0, 0.0], [0.0, 0.1, 0.0], [0.1, 0.0, 0.0], [0.0, 0.1, 0.0], [-0.1, 0.0, 0.0], [0.0, 0.0, 0.0], [0.0, 0.1, 0.0]],
  "mulliken_charge": [-0.85, 0.34, -0.45, 0.86, -0.42, -0.70, 0.47, -0.23, -0.77, 0.44, 0.38, -1.45, 0.97, -0.65, -0.08, 0.27, -1.66, 0.36, 0.40, 0.41, 0.44, -1.10, 0.39, -1.03, -0.59, -0.74, -0.57, -0.95, 0.31, 0.46, 0.26, 0.36, 0.35, 0.31, 0.28, 0.40, 0.47, 0.42, 0.24, 0.59, 0.34, 0.35, 0.38, 0.40, 0.34, 0.24]
}

(6)
{
  "formula": "C5H5NO",
  "method": "wB97M-V/def2-TZVPD",
  "total_charge": 0,
  "homo_ev": [-7.96, -7.69],
  "orbital_gap_ev": [7.41, 7.40],
  "molar_mass_g_mol": 95.10,
  "e_tot_ev": -8796.9575,
  "elements": ["O", "C", "C", "C", "N", "C", "C", "H", "H", "H", "H", "H"],
  "positions_angstrom": [[0.1739, 0.6062, -2.0091], [0.0025, 0.4898, -0.6624], [-1.2453, -0.2944, -0.2271], [-0.7479, -1.3527, 0.6985], [0.3177, -1.4964, 1.2923], [1.0629, 0.5664, 0.2565], [1.1392, -0.2087, 1.3340], [1.1155, 0.5051, -2.2092], [0.2859, 1.6057, 0.0067], [-1.9661, 0.2959, 0.3465], [-1.7458, -0.6767, -1.1215], [1.6074, -0.0401, 2.2947]],
  "forces_ev_per_angstrom": [[0.2, 0.0, -0.1], [-0.1, -0.3, 0.2], [0.0, 0.3, 0.0], [0.4, -0.2, 0.1], [-0.3, 0.2, -0.2], [0.0, -0.2, -0.1], [-0.1, -0.1, 0.1], [-0.1, 0.1, 0.0], [-0.1, 0.2, 0.0], [0.1, -0.1, -0.1], [0.1, 0.0, 0.2], [0.0, 0.0, -0.2]],
  "mulliken_charge": [-0.52, 0.77, -0.30, 0.05, -0.42, -0.57, -0.41, 0.36, 0.08, 0.26, 0.33, 0.37]
}